Record 1
Here is C6H9FO in the gas phase in a non-equilibrium geometry from OMol25. Energies are from ωB97M-V/def2-TZVPD.

* energy relative to the best compared isomer or geometry (same formula, charge and spin): 263.0 kJ/mol
* orbital gap: 10.25 eV
* structure (SMILES): CO[C@@H]1C=CC[C@H]1F
* charge: 0
* energy: -408.99737 a.u.

XYZ file:
```
17
Properties=species:S:1:pos:R:3:forces:R:3:mulliken_charge:R:1
C -1.8472 1.1847 1.4719 -0.15 -2.11 1.78 -0.701
O -1.6370 0.7712 0.1876 -0.38 -1.46 -2.71 -0.397
C -0.3445 0.5631 -0.2757 2.48 1.00 0.09 0.453
C -0.2143 0.0196 -1.6711 2.73 -0.49 -3.51 -0.714
C 0.9959 -0.6858 -1.7905 -3.91 1.00 -3.95 -0.244
C 1.6987 -0.8963 -0.5203 -4.09 1.11 -1.73 -0.690
C 0.4750 -0.6306 0.3782 -0.27 0.91 -2.10 -0.017
F 1.0216 -0.4731 1.5552 0.18 0.86 4.08 -0.348
H -1.5364 0.4258 2.2496 -0.28 0.24 -0.71 0.230
H -1.1376 1.9397 1.5889 0.32 2.38 1.07 0.404
H -2.9399 1.3053 1.6199 0.89 0.75 -0.14 0.241
H 0.3558 1.5439 -0.3152 -1.66 -1.51 0.77 0.259
H -0.6503 0.3703 -2.7185 0.16 -0.74 2.83 0.250
H 1.1821 -1.1869 -2.8537 0.19 1.25 2.52 0.250
H 1.7726 -1.8928 -0.5436 1.81 -3.91 0.74 0.317
H 2.5519 -0.3030 -0.4463 1.36 0.85 0.84 0.425
H -0.2778 -1.4414 0.3660 0.61 -0.12 0.14 0.282
```
Forces are in eV/Å.



Record 2
Here is C6H9FO5 in the gas phase in a non-equilibrium geometry from OMol25. Energies are from ωB97M-V/def2-TZVPD.

* energy relative to the best compared isomer or geometry (same formula, charge and spin): 0.0 kJ/mol
* orbital gap: 9.07 eV
* charge: 0
* energy: -710.03296 a.u.

XYZ file:
```
21
Properties=species:S:1:pos:R:3:forces:R:3:mulliken_charge:R:1
C 1.4476 -0.9375 0.1659 0.03 0.04 0.19 0.916
C 0.9631 1.4075 -0.4702 0.75 0.00 0.08 -0.527
C 1.8099 0.5019 0.4827 -0.44 -0.05 -0.22 -0.094
C 0.1805 -1.4497 0.6268 -1.43 1.69 -1.78 -0.497
C -0.8671 -0.0362 -0.6746 1.63 -1.91 1.67 0.624
C -2.3284 -0.2824 -0.3726 0.19 0.12 -0.53 -0.593
O 2.1710 -1.5933 -0.5822 -0.11 0.09 0.07 -0.748
O -0.4182 1.1788 -0.3121 -0.81 0.04 -0.26 -0.370
O 3.1624 0.7190 0.2437 0.29 0.01 -0.23 -0.591
O -0.1441 -2.7066 0.2697 0.16 -0.44 -0.19 -0.547
O -2.6538 0.0934 0.9273 -0.02 0.20 0.58 -0.509
F -0.5107 -0.4123 -1.9318 -0.24 0.20 0.29 -0.317
H 1.1354 2.4564 -0.2272 -0.02 -0.13 -0.04 0.374
H 1.2811 1.2128 -1.5006 -0.04 0.03 0.14 0.315
H 1.5765 0.7592 1.5206 -0.04 -0.07 -0.07 0.326
H -0.3028 -1.1076 1.5286 0.14 0.04 0.18 0.492
H -2.5359 -1.3506 -0.4620 0.12 0.09 -0.11 0.307
H -2.9379 0.2588 -1.1150 0.12 -0.09 -0.01 0.340
H 3.4594 -0.0131 -0.3301 -0.11 0.12 0.14 0.396
H 0.5159 -2.9960 -0.3902 -0.12 0.11 0.18 0.366
H -2.3991 1.0143 1.0643 -0.04 -0.07 -0.06 0.336
```
Forces are in eV/Å.



Record 3
Here is C6H9IN2P2 as an isolated structure in a non-equilibrium geometry from OMol25. Energies are from ωB97M-V/def2-TZVPD.

* energy relative to the best compared isomer or geometry (same formula, charge and spin): 45.0 kJ/mol
* orbital gap: 8.92 eV
* charge: 0
* energy: -1323.79889 a.u.

XYZ file:
```
20
Properties=species:S:1:pos:R:3:forces:R:3:mulliken_charge:R:1
C -1.2539 -2.3979 0.1684 -0.93 -0.55 -0.32 -0.525
C -0.0760 -1.7011 0.0226 0.06 -1.94 0.61 -0.287
C -2.4539 -1.6940 0.1963 -0.21 0.25 -0.34 -0.151
C -1.2955 0.4000 -0.1638 -1.42 -1.75 1.18 -0.406
C -0.1312 -0.3360 -0.0642 0.10 0.68 0.60 0.249
C -2.5252 -0.3048 0.0700 1.92 -0.12 -0.86 -0.368
N 0.9844 1.8337 0.5170 -0.45 -2.14 -0.14 -0.410
N 1.1178 0.2307 0.2233 0.27 4.64 -0.02 0.039
P 2.4621 2.6478 0.1143 1.63 -0.98 -0.98 -0.086
P 2.3749 0.1298 -0.9463 1.28 -3.47 1.24 -0.166
I -4.2889 0.7735 0.0984 -0.20 -0.06 0.03 0.091
H -1.4876 -3.4926 0.2577 1.41 1.02 -0.09 0.283
H 0.9119 -2.1447 0.1727 -0.46 -0.11 -0.21 0.261
H -3.2568 -2.4002 0.2351 -1.13 0.59 0.27 0.336
H -1.1905 1.4499 -0.1353 -0.31 0.93 -0.18 0.584
H 1.0641 1.8335 1.5256 -0.53 -0.18 0.45 0.300
H 2.1609 3.8467 0.6175 -0.87 1.66 1.46 0.059
H 2.1279 3.1837 -1.1257 -0.06 -0.16 -0.70 0.037
H 1.7313 -0.8557 -1.7350 0.07 0.06 -0.21 0.085
H 3.0244 -1.0022 -0.0484 -0.19 1.63 -1.80 0.076
```
Forces are in eV/Å.



Record 4
Here is C6H9LiO8 as an isolated structure in a non-equilibrium geometry from OMol25. Energies are from ωB97M-V/def2-TZVPD.

* energy relative to the best compared isomer or geometry (same formula, charge and spin): 0.0 kJ/mol
* orbital gap: 2.25 eV
* charge: -2
* energy: -843.35388 a.u.

XYZ file:
```
24
Properties=species:S:1:pos:R:3:forces:R:3:mulliken_charge:R:1
Li -2.2892 -1.0064 -2.1931 0.83 0.41 -0.90 0.795
C 1.3946 2.3474 2.2702 0.52 -3.69 -3.66 -0.531
C 2.2776 3.0144 3.0552 -1.71 1.88 2.59 0.332
C 3.7561 2.7310 2.9786 4.26 0.42 2.29 0.517
O 4.6183 3.2306 3.8248 -2.42 0.17 -0.96 -0.810
C 4.3218 1.8324 2.0792 -3.27 -1.74 -3.02 -0.771
C 3.4426 1.1400 1.0814 0.94 1.09 0.05 0.525
C 1.8563 1.4561 1.1854 -1.97 0.40 -1.68 0.369
O 1.0683 1.0479 0.2160 2.30 0.68 3.17 -0.769
O 3.8647 0.4604 0.1156 -0.61 0.46 1.33 -0.730
O 1.7482 3.8232 3.9015 1.75 -0.30 -0.32 -0.804
H 0.3263 2.3954 2.4216 -0.05 0.42 -0.04 0.353
H 5.3819 1.7281 1.9011 0.09 0.08 0.40 0.330
O -0.8971 -0.1847 -4.8587 -1.07 -0.88 0.68 -0.966
H -1.2951 -0.9498 -5.3177 0.27 0.42 0.13 0.111
O -4.9546 -1.9264 -3.8175 0.19 -0.06 0.31 -0.580
H -5.3427 -1.9462 -4.6922 0.11 0.08 -0.30 0.294
H -5.7043 -1.9229 -3.2223 -0.20 0.00 0.18 0.305
O -0.8208 -4.1676 -1.3778 -0.35 0.13 -0.02 -0.591
H 0.0997 -4.3843 -1.5260 0.34 0.18 -0.07 0.316
H -1.2134 -4.9849 -1.0711 -0.11 -0.16 0.08 0.290
O -3.8447 -1.2690 0.6270 -0.09 -0.18 -0.45 -0.610
H -4.5275 -0.8215 1.1267 -0.11 0.23 0.06 0.297
H -3.2669 -1.6433 1.2921 0.34 -0.03 0.16 0.327
```
Forces are in eV/Å.



Record 5
Here is C6H9N in the gas phase from OMol25. Energies are from ωB97M-V/def2-TZVPD.

* energy relative to the best compared isomer or geometry (same formula, charge and spin): 659.7 kJ/mol
* orbital gap: 8.13 eV
* charge: 0
* energy: -288.53078 a.u.

XYZ file:
```
16
Properties=species:S:1:pos:R:3:forces:R:3:mulliken_charge:R:1
C -0.5278 -2.6493 0.6831 -0.03 -0.08 0.18 -0.786
C -0.4344 -1.8190 -0.4108 0.34 0.17 -0.16 0.230
C 0.2447 -1.0610 -1.2310 -0.16 -0.11 0.23 -0.458
C 0.3098 0.4107 -1.2491 0.02 0.01 -0.10 -0.253
N -0.4332 1.0883 -0.1909 -0.12 -0.10 -0.08 -0.277
C 0.0390 2.4026 0.1883 0.05 0.26 -0.06 -0.373
C 0.2358 1.2355 1.0854 0.09 -0.08 0.23 -0.417
H 0.3052 -2.7656 1.3705 -0.05 0.00 0.03 0.243
H -0.7183 -2.8755 -0.8334 -0.08 -0.05 -0.27 0.178
H -1.3902 -3.2927 0.8282 0.09 0.15 -0.01 0.276
H 1.3860 0.6839 -1.2520 -0.19 -0.04 0.03 0.324
H -0.0793 0.7601 -2.2163 0.09 -0.05 0.14 0.369
H -0.7338 3.1403 0.3904 0.16 -0.10 0.01 0.234
H 0.9289 2.7837 -0.3155 -0.15 -0.03 0.06 0.238
H 1.2544 0.8566 1.1862 -0.15 0.03 -0.09 0.236
H -0.3870 1.1015 1.9669 0.09 0.03 -0.15 0.236
```
Forces are in eV/Å.



Record 6
Here is a 2-piece molecular cluster, C6H9N overall in a non-equilibrium geometry from OMol25. Energies are from ωB97M-V/def2-TZVPD.

* energy relative to the best compared isomer or geometry (same formula, charge and spin): 651.4 kJ/mol
* orbital gap: 7.74 eV
* charge: 0
* energy: -288.53393 a.u.

XYZ file:
```
16
Properties=species:S:1:pos:R:3:forces:R:3:mulliken_charge:R:1
C -1.5077 -1.1088 -0.1131 0.05 -0.01 0.04 -1.342
C -0.3936 -0.0975 -0.2680 -0.21 0.11 0.16 1.458
C 0.4557 -0.0358 -1.5180 -0.12 0.15 -0.35 -0.947
C 1.0758 -0.3995 -0.1762 0.14 0.02 0.33 0.208
C 1.7131 0.7653 0.4902 0.18 0.23 -0.94 -0.764
N 0.7276 1.7274 0.4168 -0.03 -0.11 0.35 0.133
C -0.5632 1.2824 0.3090 0.19 0.12 -0.98 -0.961
H -1.5877 -1.4277 0.9327 -0.01 0.07 -0.16 0.274
H -1.3378 -2.0060 -0.7226 0.01 0.25 0.10 0.345
H -2.4663 -0.6583 -0.4020 0.25 -0.11 0.03 0.346
H 0.3296 -0.8423 -2.2366 0.01 0.09 0.19 0.291
H 0.6879 0.9328 -1.9516 0.02 -0.15 0.09 0.262
H 1.4805 -1.4001 -0.0421 -0.13 0.26 -0.05 0.402
H 0.6071 0.2315 2.2234 -0.48 -0.27 0.73 0.058
H 0.8963 2.6257 0.8613 -0.03 -0.24 -0.29 0.250
H -0.1173 0.4110 2.1967 0.18 -0.40 0.74 -0.014
```
Forces are in eV/Å.



Record 7
Here is C6H9N in the gas phase in a non-equilibrium geometry from OMol25. Energies are from ωB97M-V/def2-TZVPD.

* energy relative to the best compared isomer or geometry (same formula, charge and spin): 399.1 kJ/mol
* orbital gap: 9.70 eV
* structure (SMILES): N[C@]12C=C[C@H](C1)C2
* charge: 0
* energy: -288.63004 a.u.

XYZ file:
```
16
Properties=species:S:1:pos:R:3:forces:R:3:mulliken_charge:R:1
N 1.5000 -0.5492 -1.4685 -2.75 -1.37 -0.29 -0.703
C 0.3676 -0.2233 -0.5465 0.29 1.20 -0.43 0.376
C 0.5946 -0.7137 0.8636 -0.83 -1.69 1.73 -0.588
C -0.3983 -0.2024 1.6310 2.02 -0.57 -2.91 -0.529
C -1.0576 0.7344 0.6262 -0.85 -1.08 2.56 -0.397
C 0.1904 1.2385 -0.0621 -2.22 2.50 -2.68 -0.696
C -1.2282 -0.2839 -0.6502 -3.51 1.67 0.28 -0.601
H 1.1187 -0.2452 -2.3948 0.89 -0.59 0.72 0.325
H 1.5156 -1.6208 -1.4728 0.18 1.93 -0.38 0.321
H 1.4049 -1.3731 1.1792 -0.25 0.09 -0.29 0.359
H -0.5847 -0.3512 2.6404 -0.36 -0.14 1.62 0.555
H -1.7741 1.4230 1.2214 0.63 -0.95 -2.00 0.351
H -0.2412 2.1494 -0.6708 1.62 -1.80 -0.04 0.252
H 1.0700 1.4203 0.4526 1.23 1.48 1.45 0.427
H -1.8567 -1.2115 -0.4801 1.27 0.69 0.08 0.302
H -1.9636 0.3555 -1.3675 2.62 -1.35 0.58 0.246
```
Forces are in eV/Å.



Record 8
Here is C6H9N in the gas phase in a non-equilibrium geometry from OMol25. Energies are from ωB97M-V/def2-TZVPD.

* energy relative to the best compared isomer or geometry (same formula, charge and spin): 495.0 kJ/mol
* orbital gap: 10.24 eV
* structure (SMILES): C1[C@H]2[C@H]3C[C@H](C3)N12
* charge: 0
* energy: -288.59349 a.u.

XYZ file:
```
16
Properties=species:S:1:pos:R:3:forces:R:3:mulliken_charge:R:1
C -0.1657 -1.8347 0.2699 1.77 -2.26 0.53 -0.068
C 0.0329 -0.6378 1.1038 -0.14 1.35 0.25 -0.437
C 0.7561 0.7192 0.5218 -1.96 -3.14 -2.98 -0.352
C -0.4852 1.4943 0.0834 -1.86 0.88 3.67 -0.439
C -0.7902 0.2385 -0.8163 2.00 -1.52 3.83 -0.422
C 0.7877 0.1654 -0.9860 0.46 3.29 -0.87 -0.662
N -1.1986 -0.8747 0.2415 0.18 2.95 -0.56 -0.541
H -0.3609 -2.8180 0.8765 0.32 1.82 -1.68 0.243
H 0.5143 -1.7773 -0.5996 -0.84 -1.58 0.67 0.077
H -0.0920 -0.8001 2.1591 -0.16 0.47 0.32 0.402
H 1.5422 1.1714 1.0418 1.25 0.33 0.76 0.555
H -1.0839 1.7071 1.1176 0.35 -0.85 -2.66 0.268
H -0.4045 2.5372 -0.3048 0.43 -1.18 -0.48 0.302
H -1.2770 0.3006 -1.7073 -2.12 -0.13 -2.08 0.523
H 0.6648 1.0705 -1.7850 1.97 -1.92 1.57 0.247
H 1.5601 -0.6616 -1.2164 -1.66 1.49 -0.30 0.306
```
Forces are in eV/Å.



Among the records above, which one has the highest orbital gap? C6H9FO